A 2-piece molecular cluster, H4OS2 overall. Source: the OMol25 dataset; level of theory: the ωB97M-V functional and the def2-TZVPD basis.

Output
E_LUMO = 0.10 eV
Charge = 0
Structure (SMILES) = SS.O
F_max = 0.024 hartree/bohr
Molar mass = 84.2 g mol⁻¹

XYZ file:
```
7
Properties=species:S:1:pos:R:3:forces:R:3
S 0.8589 -0.1934 0.7334 0.1 -0.4 0.0
S 2.0017 -1.8630 0.2459 -0.2 0.3 0.3
H -0.3370 -0.8039 0.8732 0.2 0.1 -0.1
H 2.3227 -2.2491 1.4991 0.0 0.1 -0.2
O -1.6672 1.6062 -1.5030 0.1 0.3 1.2
H -0.9386 2.1370 -1.1085 -0.8 -0.6 -0.4
H -2.2404 1.3661 -0.7401 0.6 0.3 -0.8
```
Forces are in eV/Å.

Mulliken population analysis, charges in e, atoms 1 to 5: number 1, S, carries -0.17; number 2, S, carries -0.18; number 3, H, carries 0.17; number 4, H, carries 0.17; number 5, O, carries -0.63

***

A 2-piece molecular cluster, C2H9OS overall. Source: the OMol25 dataset; level of theory: the ωB97M-V functional and the def2-TZVPD basis.

Output
E_LUMO (alpha / beta) = -9.29 / -16.47 eV
Charge = +2
<S²> = 0.753
F_max = 0.049 hartree/bohr
Spin multiplicity = 2
Molar mass = 81.2 g mol⁻¹

XYZ file:
```
13
Properties=species:S:1:pos:R:3:forces:R:3
O -0.0720 -3.3907 -0.4976 0.6 -0.6 0.6
H 0.2848 -4.2831 -0.8235 -0.3 0.1 -0.3
H 0.2848 -3.3249 0.4515 -0.3 0.0 -0.2
H -0.9887 -0.3969 0.5957 0.4 -1.0 0.8
C -0.9673 1.8958 0.7074 -0.1 1.4 1.4
S -0.8345 0.4683 -0.3670 1.1 2.0 -1.1
C 0.9720 0.5969 -0.6805 0.9 -1.7 -0.2
H -0.1690 2.6373 0.6362 0.1 -0.1 -1.3
H -0.7699 1.7075 1.7742 -0.8 -0.9 -0.3
H -1.9233 2.3933 0.5362 0.1 -0.2 0.1
H 1.4240 -0.2901 -1.1488 -0.9 -0.2 -0.3
H 1.1988 1.3752 -1.4146 -0.6 0.4 0.5
H 1.5601 0.6113 0.2308 -0.3 0.9 0.4
```
Forces are in eV/Å.

Mulliken population analysis, charges in e, atoms 1 to 5: number 1, O, carries -0.01; number 2, H, carries 0.50; number 3, H, carries 0.51; number 4, H, carries 0.22; number 5, C, carries -0.82

***

One molecule with the formula C6H12O. Source: the OMol25 dataset; level of theory: the ωB97M-V functional and the def2-TZVPD basis.

Output
E_LUMO = 1.04 eV
Charge = 0
Structure (SMILES) = COCC1(C)CC1
F_max = 0.007 hartree/bohr
Molar mass = 100.2 g mol⁻¹

XYZ file:
```
19
Properties=species:S:1:pos:R:3:forces:R:3
C -1.2894 0.9779 2.3706 -0.1 0.2 0.3
O -1.1727 0.4582 1.0735 0.0 0.1 -0.1
C 0.1654 0.1619 0.7568 0.3 0.0 -0.1
C 0.2900 -0.2964 -0.6862 0.0 -0.1 0.0
C -0.9272 -1.0021 -1.2457 -0.1 -0.1 0.0
C 1.1040 0.5118 -1.6541 0.0 0.3 -0.1
C 1.6799 -0.7393 -1.0519 0.1 -0.1 0.0
H -0.8175 1.9686 2.4442 0.0 -0.1 0.0
H -0.8238 0.3257 3.1269 -0.1 0.0 -0.2
H -2.3519 1.0718 2.6018 0.1 0.0 -0.1
H 0.8043 1.0470 0.9279 -0.1 -0.1 0.0
H 0.5260 -0.6397 1.4291 -0.1 0.1 -0.1
H -1.6414 -0.2701 -1.6356 0.1 -0.1 0.1
H -1.4470 -1.5651 -0.4709 0.1 -0.1 0.0
H -0.6651 -1.6864 -2.0591 0.0 0.1 0.1
H 1.4986 1.4702 -1.3351 0.0 -0.1 0.0
H 0.8196 0.4844 -2.7032 0.0 0.0 0.2
H 2.4512 -0.6152 -0.2919 -0.2 0.0 -0.2
H 1.8074 -1.6173 -1.6781 -0.1 0.1 0.0
```
Forces are in eV/Å.

Mulliken population analysis, charges in e, atoms 1 to 5: number 1, C, carries -0.72; number 2, O, carries -0.30; number 3, C, carries -0.79; number 4, C, carries 1.37; number 5, C, carries -1.57

***

One molecule with the formula CH2FNO. Source: the OMol25 dataset; level of theory: the ωB97M-V functional and the def2-TZVPD basis.

Output
E_LUMO = 0.74 eV
Charge = 0
Structure (SMILES) = NC(=O)F
F_max = 0.096 hartree/bohr
Molar mass = 63.0 g mol⁻¹

XYZ file:
```
6
Properties=species:S:1:pos:R:3:forces:R:3
N -0.3103 0.0223 -0.0366 -2.1 -4.1 -1.6
C -1.6680 0.1677 -0.0155 1.7 -2.2 0.1
O -2.3470 1.1050 -0.0146 -1.3 2.1 0.3
F -2.2132 -1.0954 0.0188 0.1 0.3 -0.3
H 0.3095 0.7033 0.1861 1.8 2.5 0.4
H 0.0047 -0.8577 -0.5078 -0.2 1.4 1.1
```
Forces are in eV/Å.

Mulliken population analysis, charges in e, atoms 1 to 5: number 1, N, carries -0.35; number 2, C, carries 0.58; number 3, O, carries -0.42; number 4, F, carries -0.24; number 5, H, carries 0.19